Formula: C7H10
Source: the Open Molecules 2025 dataset
Level of theory: wB97M-V/def2-TZVPD

Values from the calculation:
energy relative to the best compared isomer or geometry (same formula, charge and spin): 1.018 eV
largest force on an atom: 0.6 eV/A
highest occupied orbital energy: -8.216 eV
orbital gap: 9.31 eV
LUMO: 0.04032 Ha
structure (SMILES): C[C@@H]1C=CC=CC1
E_tot: -272.680594 Eh

```
17
Properties=species:S:1:pos:R:3:forces:R:3:mulliken_charge:R:1
C -1.7702 0.4656 -0.1252 -0.024 0.043 0.004 -1.384
C -0.7607 -0.6952 -0.1851 0.087 -0.012 -0.070 0.192
C 0.3136 -0.3888 -1.2553 0.041 0.088 -0.081 -0.674
C 1.4775 0.4141 -0.7578 0.024 0.141 0.148 -0.409
C 1.5892 0.7609 0.5272 0.090 -0.118 -0.114 -0.455
C 0.8805 -0.0515 1.5285 -0.046 -0.191 0.001 -0.318
C -0.1110 -0.8736 1.1687 0.059 0.152 0.091 -0.463
H -2.2738 0.5873 -1.0926 0.069 -0.048 0.146 0.358
H -2.5349 0.3061 0.6425 0.136 -0.021 -0.090 0.394
H -1.2473 1.4000 0.1079 -0.076 -0.124 -0.015 0.299
H -1.3121 -1.6030 -0.4622 0.192 0.137 0.030 0.352
H 0.5986 -1.2698 -1.8465 0.104 0.146 0.170 0.331
H -0.1023 0.3472 -1.9509 -0.408 -0.367 -0.337 0.268
H 2.1625 0.7751 -1.5206 -0.123 0.248 0.138 0.366
H 2.2919 1.5264 0.8436 0.103 -0.294 0.028 0.393
H 1.3038 -0.0797 2.5288 -0.063 -0.081 -0.084 0.386
H -0.4529 -1.6649 1.8315 -0.164 0.300 0.035 0.365
```
Forces are in eV/Å.

Formula: C2H7OS
Source: the Open Molecules 2025 dataset
Level of theory: wB97M-V/def2-TZVPD

Values from the calculation:
energy relative to the best compared isomer or geometry (same formula, charge and spin): 0.764 eV
largest force on an atom: 2.6 eV/A
charge: -1
highest occupied orbital energy: -2.452 eV
orbital gap: 6.76 eV
LUMO: 0.15828 Ha
E_tot: -553.835889 Eh

```
11
Properties=species:S:1:pos:R:3:forces:R:3:mulliken_charge:R:1
O -0.0281 1.9303 -3.8580 1.132 -1.721 1.633 -0.661
H 0.8125 1.5320 -3.5334 0.604 1.009 -1.334 0.307
C -0.4037 -1.0621 1.8449 0.325 -1.453 0.244 -0.998
C 0.4507 -0.3017 0.8305 -1.353 0.226 -1.155 -0.398
S -0.5958 1.0564 0.0985 0.255 -0.078 -0.209 -0.761
H 0.1198 -1.9202 2.3289 0.186 0.266 -0.290 0.314
H -0.6639 -0.4225 2.6825 -0.339 0.313 -0.113 0.263
H -1.3169 -1.5389 1.4209 0.486 0.773 0.045 0.255
H 0.7365 -0.9296 -0.0686 0.187 0.452 1.415 0.179
H 1.2693 0.2142 1.3356 0.312 -0.529 -0.207 0.192
H -0.3804 1.4420 -3.0820 -1.795 0.742 -0.029 0.310
```
Forces are in eV/Å.

Formula: C4H10N4
Source: the Open Molecules 2025 dataset
Level of theory: wB97M-V/def2-TZVPD

Values from the calculation:
energy relative to the best compared isomer or geometry (same formula, charge and spin): 4.741 eV
largest force on an atom: 6.3 eV/A
highest occupied orbital energy (alpha / beta): -7.781 / -7.782 eV
orbital gap (alpha / beta): 7.87 / 7.87 eV
LUMO (alpha / beta): 0.00328 / 0.00330 Ha
structure (SMILES): [H]/N=C(/N)NC.C=C=N
E_tot: -377.272585 Eh

```
18
Properties=species:S:1:pos:R:3:forces:R:3:mulliken_charge:R:1
C 1.3297 -0.8234 1.9621 -0.957 -0.383 0.631 -1.099
C 0.7106 1.7735 -0.8220 -0.339 -0.855 0.022 -0.879
N -0.2865 1.2448 0.1023 -0.646 -0.756 0.323 -0.164
C -1.1490 0.1370 -0.2591 -2.094 4.948 -3.286 0.581
C 0.5907 -1.4830 1.0562 4.198 -2.147 0.696 0.683
N -0.8016 -0.4717 -1.4827 1.140 -0.512 1.089 -0.482
N -2.4372 0.2224 -0.1096 0.653 -1.243 0.927 -0.865
N 0.6118 -2.4246 0.2714 -1.793 0.013 0.717 -0.445
H -0.8179 1.9926 0.5342 -0.014 -0.499 0.094 0.219
H 0.0858 -0.9536 -1.4493 -0.148 -0.224 -0.354 0.262
H -1.5696 -1.0108 -1.8554 0.092 -0.130 0.192 0.236
H -2.7664 1.0427 0.3901 0.369 -0.148 0.419 0.208
H 0.0345 -3.1755 -0.0898 0.065 0.959 -0.358 0.279
H 2.4035 -0.7368 1.8924 -0.009 0.567 -1.159 0.259
H 1.1565 -1.0091 3.0116 -0.985 0.298 0.099 0.303
H 0.2939 2.0940 -1.7825 -0.080 -0.072 -0.021 0.314
H 1.4053 0.9535 -1.0073 0.406 0.407 -0.134 0.262
H 1.2060 2.6277 -0.3625 0.144 -0.222 0.102 0.328
```
Forces are in eV/Å.